## P
Formula: C24H16B4MgO36
Source: the Open Molecules 2025 dataset
Level of theory: ωB97M-V with the def2-TZVPD basis set

As for the HOMO-LUMO gap: 8.79 eV. The HOMO energy is -5.8 eV. As for the molecular weight: 947.909 g/mol.

The geometry in ORCA input format:
```
! RIJCOSX wB97M-V def2-TZVPD def2/J DEFGRID3
* xyz -2 1
Mg 8.301 8.483 -23.543
O 2.098 6.422 -18.938
C 2.841 6.167 -19.832
O 4.173 6.286 -19.816
B 4.694 5.834 -21.124
O 3.526 5.624 -21.963
C 2.435 5.628 -21.201
O 1.318 5.579 -21.634
O 5.576 4.643 -20.958
C 6.743 4.896 -21.481
O 7.643 4.113 -21.591
C 6.739 6.369 -21.966
O 5.550 6.859 -21.798
O 7.709 6.928 -22.428
O 1.426 10.250 -19.489
C 2.056 10.462 -20.462
O 2.945 9.626 -21.010
B 3.441 10.191 -22.271
O 2.781 11.493 -22.423
C 2.027 11.725 -21.366
O 1.326 12.683 -21.226
O 4.913 10.299 -22.247
C 5.377 9.596 -23.241
O 6.534 9.317 -23.474
C 4.199 9.024 -24.069
O 3.109 9.334 -23.428
O 4.352 8.399 -25.077
O 12.025 5.893 -22.257
C 11.470 5.522 -23.247
O 11.500 4.353 -23.822
B 10.728 4.362 -25.066
O 10.227 5.732 -25.165
C 10.578 6.438 -24.111
O 10.156 7.545 -23.903
O 9.643 3.295 -25.132
C 9.775 2.604 -26.230
O 9.100 1.744 -26.723
C 11.061 3.073 -26.944
O 11.588 4.034 -26.213
O 11.438 2.739 -28.028
O 5.272 12.125 -17.019
C 5.985 11.258 -17.437
O 6.782 11.380 -18.481
B 7.643 10.204 -18.652
O 7.225 9.344 -17.533
C 6.225 9.858 -16.828
O 5.637 9.306 -15.954
O 9.085 10.524 -18.541
C 9.636 10.367 -19.711
O 10.788 10.454 -20.011
C 8.557 9.817 -20.672
O 7.452 9.633 -19.997
O 8.773 9.570 -21.832
O 7.519 7.525 -25.106
C 7.162 7.162 -26.203
O 6.642 5.994 -26.491
C 6.697 4.951 -25.510
C 5.475 4.923 -24.618
C 7.330 8.037 -27.437
H 7.602 4.995 -24.904
H 6.690 4.057 -26.138
H 5.645 4.260 -23.765
H 4.621 4.447 -25.099
H 5.275 5.915 -24.217
H 6.764 7.620 -28.260
H 8.409 8.135 -27.534
H 6.928 9.008 -27.139
O 8.986 9.917 -24.778
C 8.887 11.095 -25.001
O 9.076 11.657 -26.210
C 9.778 10.948 -27.235
C 9.230 11.456 -28.582
C 8.233 12.117 -24.105
H 9.566 9.883 -27.197
H 10.843 11.147 -27.136
H 9.537 12.459 -28.878
H 8.150 11.505 -28.440
H 9.527 10.784 -29.385
H 7.877 11.616 -23.209
H 7.359 12.534 -24.607
H 8.888 12.975 -23.960
*
```



## Q
Formula: C24H16B4MgO36
Source: the Open Molecules 2025 dataset
Level of theory: ωB97M-V with the def2-TZVPD basis set

As for the HOMO-LUMO gap: 8.78 eV. The HOMO energy is -5.7 eV. As for the molecular weight: 947.909 g/mol.

The geometry in ORCA input format:
```
! RIJCOSX wB97M-V def2-TZVPD def2/J DEFGRID3
* xyz -2 1
Mg -13.460 -12.173 5.000
O -15.904 -10.206 1.098
C -14.929 -10.867 0.911
O -14.289 -10.909 -0.258
B -12.981 -11.544 -0.038
O -12.936 -11.963 1.397
C -14.087 -11.668 1.936
O -14.337 -11.693 3.128
O -11.839 -10.688 -0.407
C -11.156 -11.283 -1.368
O -10.139 -10.891 -1.865
C -11.833 -12.628 -1.714
O -12.899 -12.683 -0.943
O -11.470 -13.409 -2.541
O -12.694 -16.510 4.458
C -11.705 -15.985 4.026
O -10.677 -16.515 3.423
B -9.711 -15.459 3.103
O -10.435 -14.169 3.264
C -11.591 -14.458 3.787
O -12.399 -13.677 4.243
O -8.541 -15.522 4.033
C -7.411 -15.403 3.324
O -6.296 -15.366 3.750
C -7.775 -15.461 1.817
O -9.080 -15.691 1.796
O -7.030 -15.438 0.891
O -21.113 -15.295 6.674
C -20.302 -14.620 6.105
O -19.006 -14.737 6.036
B -18.423 -13.778 5.059
O -19.497 -12.794 4.890
C -20.643 -13.330 5.261
O -21.764 -13.023 4.975
O -18.008 -14.366 3.810
C -16.662 -14.245 3.712
O -15.999 -14.487 2.761
C -16.180 -13.434 4.948
O -17.238 -13.124 5.672
O -15.037 -13.232 5.254
O -10.039 -9.816 6.795
C -9.808 -10.000 5.625
O -8.671 -9.837 5.012
B -8.875 -10.047 3.562
O -10.270 -10.519 3.431
C -10.812 -10.553 4.596
O -11.869 -11.063 4.930
O -7.794 -10.952 3.157
C -7.034 -10.476 2.209
O -6.073 -11.004 1.726
C -7.619 -9.064 1.920
O -8.622 -8.839 2.748
O -7.197 -8.268 1.129
O -14.529 -10.698 5.595
C -15.263 -9.802 5.949
O -15.291 -9.156 7.111
C -14.252 -9.239 8.079
C -14.369 -10.441 9.000
C -16.300 -9.332 4.977
H -14.340 -8.327 8.664
H -13.264 -9.315 7.618
H -14.167 -11.420 8.563
H -15.377 -10.437 9.416
H -13.611 -10.373 9.783
H -17.342 -9.510 5.219
H -15.942 -9.500 3.964
H -16.118 -8.247 5.021
O -12.913 -12.839 6.845
C -12.542 -13.376 7.875
O -12.986 -14.469 8.391
C -13.910 -15.257 7.619
C -13.922 -16.656 8.274
C -11.495 -12.617 8.699
H -13.610 -15.329 6.571
H -14.930 -14.882 7.536
H -14.895 -17.111 8.092
H -13.737 -16.615 9.348
H -13.158 -17.324 7.878
H -11.808 -11.587 8.857
H -10.594 -12.625 8.087
H -11.313 -13.033 9.689
*
```



Going by the energies, P is most stable and the next is 22.5 kcal/mol up.



## P
Formula: C2H6NS
Source: the Open Molecules 2025 dataset
Level of theory: ωB97M-V with the def2-TZVPD basis set

As for the HOMO-LUMO gap: 6.84 eV. The HOMO energy is -2.8 eV. As for the molecular weight: 76.144 g/mol.

The geometry in ORCA input format:
```
! RIJCOSX wB97M-V def2-TZVPD def2/J DEFGRID3
* xyz -1 1
S -3.049 -0.245 1.403
H -3.071 -1.432 1.989
C 1.683 0.916 -0.841
C 0.460 0.417 -0.575
N 0.183 -0.781 0.114
H 2.592 0.458 -0.486
H 1.723 1.539 -1.730
H -0.425 0.743 -1.118
H -0.820 -0.874 0.274
H 0.725 -0.739 0.969
*
```



## Q
Formula: C2H6NS
Source: the Open Molecules 2025 dataset
Level of theory: ωB97M-V with the def2-TZVPD basis set

As for the HOMO-LUMO gap: 7.13 eV. The HOMO energy is -2.7 eV. As for the molecular weight: 76.144 g/mol.

The geometry in ORCA input format:
```
! RIJCOSX wB97M-V def2-TZVPD def2/J DEFGRID3
* xyz -1 1
C -0.285 0.390 1.180
C 1.478 -0.025 -0.262
N 1.047 0.778 0.640
H -0.258 0.567 2.274
H -0.535 -0.630 0.856
H -1.066 0.967 0.686
H 2.496 0.211 -0.603
H 0.889 -0.843 -0.698
S -1.495 -0.519 -1.525
H -2.269 -0.895 -2.548
*
```



## R
Formula: C2H6NS
Source: the Open Molecules 2025 dataset
Level of theory: ωB97M-V with the def2-TZVPD basis set

As for the HOMO-LUMO gap: 6.83 eV. The HOMO energy is -2.9 eV. As for the molecular weight: 76.144 g/mol.

The geometry in ORCA input format:
```
! RIJCOSX wB97M-V def2-TZVPD def2/J DEFGRID3
* xyz -1 1
S 0.757 3.267 -0.446
H 1.404 4.277 0.290
C -0.468 -2.138 0.025
C 0.033 -0.939 -0.404
N 0.077 0.120 0.510
H -0.915 -2.134 0.994
H -0.714 -2.956 -0.634
H 0.070 -0.679 -1.523
H 0.424 0.994 0.005
H -0.669 0.187 1.183
*
```



Going by the energies, P is most stable and the next is 9.1 kcal/mol up.



## P
Formula: C12H48N8O12
Source: the Open Molecules 2025 dataset
Level of theory: ωB97M-V with the def2-TZVPD basis set

As for the HOMO-LUMO gap: 9.79 eV. The HOMO energy is -9.7 eV. Its SMILES is NC(N)=O.NC(N)=O.NC(N)=O.NC(N)=O.CO.CO.CO.CO.CO.CO.CO.CO. As for the molecular weight: 496.560 g/mol.

The geometry in ORCA input format:
```
! RIJCOSX wB97M-V def2-TZVPD def2/J DEFGRID3
* xyz 0 1
N 6.824 12.731 22.945
C 6.845 13.559 23.961
N 5.708 14.169 24.171
O 7.680 13.547 24.876
H 7.660 12.165 22.913
H 6.144 12.814 22.203
H 4.969 14.170 23.483
H 5.569 14.918 24.835
N 17.333 9.240 16.747
C 16.925 8.920 17.899
N 17.565 9.517 18.832
O 16.017 8.132 18.119
H 16.860 8.694 16.041
H 18.000 9.978 16.573
H 18.131 10.325 18.613
H 17.325 9.307 19.790
N 10.120 0.536 18.602
C 9.421 1.283 19.458
N 9.078 0.580 20.495
O 9.033 2.462 19.332
H 10.433 0.806 17.680
H 10.523 -0.298 19.006
H 9.467 -0.351 20.539
H 8.745 1.155 21.255
N 12.947 14.298 19.371
C 14.087 14.389 18.756
N 15.070 14.005 19.536
O 14.167 14.937 17.668
H 12.170 14.767 18.928
H 12.976 13.800 20.249
H 14.832 13.712 20.473
H 15.998 14.278 19.245
C 16.353 3.846 14.513
O 15.131 4.402 14.803
H 16.694 3.184 15.309
H 16.387 3.255 13.598
H 17.059 4.628 14.236
H 15.090 4.860 15.647
C 4.570 10.339 17.930
O 4.017 9.974 19.160
H 5.260 11.179 17.993
H 5.096 9.470 17.534
H 3.726 10.736 17.365
H 4.608 9.291 19.485
C 3.155 4.050 20.852
O 2.122 5.010 20.852
H 3.440 3.857 19.818
H 4.052 4.528 21.245
H 3.030 3.316 21.648
H 2.301 5.888 20.508
C 7.776 8.007 25.505
O 8.117 6.888 26.338
H 8.700 8.424 25.104
H 7.220 7.733 24.608
H 7.238 8.767 26.072
H 7.405 6.729 26.961
C 13.657 6.414 23.168
O 14.959 6.672 22.767
H 13.600 6.104 24.212
H 12.793 6.996 22.846
H 13.331 5.472 22.726
H 14.996 6.682 21.808
C 11.769 11.505 12.556
O 11.584 11.725 13.960
H 12.699 11.988 12.256
H 11.946 10.462 12.292
H 10.916 11.793 11.941
H 12.084 12.496 14.239
C 9.955 8.211 18.830
O 9.050 7.640 19.691
H 10.379 9.111 19.276
H 10.874 7.631 18.747
H 9.570 8.390 17.826
H 8.959 6.741 19.366
C 5.204 4.599 15.645
O 4.626 4.322 14.474
H 4.553 5.173 16.305
H 5.454 3.601 16.005
H 6.156 5.099 15.468
H 4.050 3.579 14.670
*
```



## Q
Formula: C12H48N8O12
Source: the Open Molecules 2025 dataset
Level of theory: ωB97M-V with the def2-TZVPD basis set

As for the HOMO-LUMO gap: 10.12 eV. The HOMO energy is -9.7 eV. Its SMILES is NC(N)=O.NC(N)=O.NC(N)=O.NC(N)=O.CO.CO.CO.CO.CO.CO.CO.CO. As for the molecular weight: 496.560 g/mol.

The geometry in ORCA input format:
```
! RIJCOSX wB97M-V def2-TZVPD def2/J DEFGRID3
* xyz 0 1
N 3.991 -1.561 -0.832
C 3.784 -1.301 0.523
N 2.873 -2.087 1.119
O 4.484 -0.520 1.115
H 3.483 -2.409 -1.182
H 4.993 -1.449 -1.121
H 2.832 -2.131 2.109
H 2.478 -2.851 0.651
N 1.661 3.528 -1.067
C 1.783 2.366 -1.726
N 2.841 1.605 -1.423
O 0.871 2.064 -2.507
H 2.227 3.763 -0.253
H 1.082 4.287 -1.393
H 2.652 0.675 -1.660
H 3.346 1.941 -0.651
N 0.572 -0.954 -3.220
C 0.259 -1.079 -4.528
N 0.163 0.141 -5.168
O 0.101 -2.135 -5.140
H 0.742 -0.042 -2.928
H 0.677 -1.654 -2.527
H 0.580 0.996 -4.830
H -0.134 0.134 -6.158
N 0.164 2.692 4.102
C -1.102 2.922 4.570
N -1.622 2.074 5.542
O -1.767 3.816 4.162
H 0.392 3.302 3.339
H 0.606 1.769 4.093
H -2.510 2.368 5.836
H -1.024 1.825 6.346
C 1.061 -4.738 -1.605
O 1.150 -3.570 -0.706
H 0.860 -5.584 -0.984
H 0.263 -4.667 -2.318
H 2.007 -4.857 -2.206
H 0.287 -3.154 -0.773
C 0.009 -0.311 0.450
O -0.478 -0.036 1.719
H -0.184 0.581 -0.217
H 1.055 -0.539 0.587
H -0.553 -1.164 0.031
H -1.081 0.653 1.706
C -2.739 1.955 -2.898
O -1.889 2.545 -1.930
H -2.529 0.940 -2.989
H -3.693 2.142 -2.478
H -2.636 2.490 -3.862
H -0.962 2.397 -2.223
C -3.572 2.112 0.688
O -2.458 1.368 0.371
H -4.233 2.368 -0.207
H -4.261 1.621 1.352
H -3.299 3.089 1.126
H -2.044 1.838 -0.335
C 1.637 -1.034 4.542
O 1.295 -0.058 3.618
H 2.378 -0.647 5.255
H 0.809 -1.441 5.029
H 2.021 -1.964 4.047
H 0.529 -0.230 3.048
C -2.429 -3.343 -3.228
O -1.949 -2.930 -1.893
H -3.119 -2.554 -3.681
H -1.603 -3.289 -3.954
H -2.926 -4.307 -3.172
H -2.560 -2.241 -1.634
C -3.925 -1.807 0.652
O -4.089 -1.061 -0.540
H -2.859 -1.883 0.851
H -4.384 -1.353 1.567
H -4.409 -2.816 0.625
H -3.575 -0.199 -0.625
C 2.706 2.449 2.159
O 3.746 2.356 1.223
H 2.941 3.128 2.974
H 1.722 2.824 1.755
H 2.470 1.410 2.584
H 4.015 1.418 1.305
*
```



Going by the energies, Q is most stable and the next is 131.2 kcal/mol up.